Formula: C2BrClF2N2
Source: the Open Molecules 2025 dataset
Level of theory: wB97M-V/def2-TZVPD

Summary:
LUMO energy (spin up / spin down) ... -0.1786 / -2.2838 eV
Electronic energy ... -93047.199 eV

ORCA input file:
```
! wB97M-V def2-TZVPD RIJCOSX def2/J DEFGRID3
* xyz 0 3
C -0.525 -0.231 -1.272
C -1.086 -0.556 -0.042
N 0.185 0.328 -1.986
N 1.261 0.032 0.761
F -1.672 0.349 0.689
F -1.229 -1.825 0.370
Cl 0.983 1.032 2.095
Br 2.083 0.872 -0.614
*
```

Atomic partial charges in e from the natural (NBO) method, atoms 1 to 5:
1 C 0.0910
2 C 0.7015
3 N -0.2887
4 N -0.4927
5 F -0.2737

***

Formula: ClH2O3P
Source: the Open Molecules 2025 dataset
Level of theory: wB97M-V/def2-TZVPD

Summary:
LUMO energy ... -0.3413 eV
Electronic energy ... -27984.528 eV
Energy above the lowest of the compared OMol25 structures with the same formula, charge and spin ... 390.99 kJ/mol

ORCA input file:
```
! wB97M-V def2-TZVPD RIJCOSX def2/J DEFGRID3
* xyz 0 1
O -0.770 1.286 0.583
O 0.732 -0.483 -0.100
O -0.536 -1.004 2.319
P 0.512 0.601 1.117
Cl 0.351 -2.287 2.748
H -1.365 0.516 0.434
H 1.557 -0.950 0.236
*
```

Atomic partial charges in e from the natural (NBO) method, atoms 1 to 5:
1 O -0.9785
2 O -0.9691
3 O -0.8619
4 P 1.5891
5 Cl 0.1926

***

Formula: C27H63N2O10S8
Source: the Open Molecules 2025 dataset
Level of theory: wB97M-V/def2-TZVPD

Summary:
LUMO energy ... 1.7192 eV
Electronic energy ... -139149.527 eV

ORCA input file:
```
! wB97M-V def2-TZVPD RIJCOSX def2/J DEFGRID3
* xyz -1 1
C -1.103 1.147 0.042
C -0.245 1.885 1.110
C 0.515 0.863 1.966
C 1.511 0.073 1.108
N 1.536 -1.336 1.510
C 2.084 -2.294 0.533
C 1.437 -2.237 -0.850
C -0.037 -2.688 -0.993
C -0.794 -3.083 0.280
C -2.102 -3.797 -0.034
C -2.913 -4.148 1.240
C -2.590 -3.310 2.451
O -3.145 -2.289 2.796
O -1.510 -3.782 3.171
O -2.944 -2.858 -0.872
N -3.281 -1.727 -0.240
O -4.126 -1.116 -0.831
C 2.167 -1.552 2.761
S 3.615 -0.969 3.220
S 1.256 -2.662 3.839
C 2.474 -4.023 3.948
C 1.817 -5.269 4.589
C 1.849 -6.512 3.678
H -1.133 0.066 0.230
H -0.684 1.342 -0.952
H -2.137 1.504 0.041
H -0.885 2.491 1.764
H 0.464 2.555 0.600
H 0.976 1.298 2.860
H -0.225 0.132 2.332
H 2.512 0.533 1.139
H 1.163 0.112 0.074
H 3.181 -2.184 0.423
H 1.931 -3.296 0.956
H 2.067 -2.895 -1.474
H 1.545 -1.237 -1.287
H -0.595 -1.849 -1.435
H -0.125 -3.512 -1.715
H -0.196 -3.783 0.887
H -0.931 -2.158 0.883
H -3.986 -4.020 1.039
H -2.743 -5.203 1.492
H -0.832 -3.084 3.201
H 3.327 -3.663 4.532
H 2.829 -4.243 2.936
H 2.307 -5.475 5.547
H 0.767 -5.045 4.826
H 1.862 -6.210 2.622
H 0.949 -7.122 3.826
H 2.730 -7.131 3.882
C 0.792 4.506 -3.113
S 0.165 2.856 -3.458
O 0.818 1.957 -2.465
C 1.073 2.645 -4.986
H 0.392 4.812 -2.146
H 1.879 4.467 -3.070
H 0.456 5.183 -3.898
H 2.130 2.749 -4.742
H 0.746 3.386 -5.715
H 0.861 1.642 -5.353
C 4.152 -5.414 -1.787
S 2.999 -6.049 -0.563
O 3.228 -5.270 0.681
C 3.826 -7.629 -0.322
H 3.831 -4.405 -2.036
H 5.156 -5.393 -1.362
H 4.116 -6.043 -2.677
H 4.854 -7.455 -0.005
H 3.796 -8.200 -1.251
H 3.281 -8.161 0.455
C 5.565 2.090 -3.499
S 4.682 3.629 -3.235
O 4.133 4.043 -4.557
C 6.131 4.654 -2.958
H 4.822 1.327 -3.723
H 6.251 2.208 -4.338
H 6.101 1.822 -2.588
H 6.783 4.599 -3.830
H 6.650 4.314 -2.062
H 5.784 5.676 -2.817
C -3.599 1.966 5.762
S -2.486 0.728 5.069
O -1.158 1.388 4.964
C -3.222 0.727 3.436
H -3.286 2.156 6.787
H -3.521 2.882 5.174
H -4.619 1.582 5.751
H -3.178 1.734 3.021
H -4.251 0.374 3.506
H -2.658 0.037 2.809
C -5.553 4.417 1.514
S -4.446 3.164 0.843
O -3.117 3.815 0.727
C -5.173 3.145 -0.800
H -5.243 4.608 2.540
H -5.466 5.329 0.923
H -6.577 4.042 1.502
H -5.123 4.148 -1.224
H -6.205 2.801 -0.735
H -4.592 2.449 -1.402
C -2.596 5.704 -3.011
S -2.877 4.816 -4.546
O -1.637 4.941 -5.361
C -4.044 5.998 -5.234
H -1.861 5.147 -2.434
H -2.227 6.705 -3.234
H -3.528 5.750 -2.448
H -3.570 6.977 -5.301
H -4.932 6.038 -4.602
H -4.316 5.648 -6.227
*
```

Atomic partial charges in e from the Löwdin method, atoms 1 to 5:
1 C -0.0902
2 C -0.2258
3 C -0.1968
4 C -0.2076
5 N -0.2031

***

Formula: C12H21BCl3N4O
Source: the Open Molecules 2025 dataset
Level of theory: wB97M-V/def2-TZVPD

Summary:
LUMO energy ... -3.5336 eV
Electronic energy ... -59029.771 eV

ORCA input file:
```
! wB97M-V def2-TZVPD RIJCOSX def2/J DEFGRID3
* xyz 1 1
C -0.049 -3.945 0.661
C 0.735 -2.599 0.384
B -0.160 -1.591 -0.476
O -0.618 -2.051 -1.697
C -0.623 -0.090 0.021
C -0.726 -0.021 1.557
N -0.815 -0.178 2.674
C -1.969 0.171 -0.698
Cl -2.188 1.290 -2.088
C -3.099 -0.476 -0.369
C -4.447 -0.244 -1.113
Cl -3.182 -1.699 0.909
C 0.540 0.947 -0.332
N 0.097 2.355 -0.358
C 0.923 0.596 -1.808
N 1.231 0.290 -2.854
C 1.856 0.757 0.489
Cl 1.902 1.779 2.025
C 3.176 1.159 -0.299
C 3.926 -0.099 -0.894
H 0.688 -4.678 1.057
H -0.811 -3.737 1.444
H -0.493 -4.389 -0.259
H 1.118 -2.186 1.342
H 1.622 -2.855 -0.259
H -0.288 -2.950 -1.852
H -5.285 -0.747 -0.581
H -4.683 0.841 -1.161
H -4.400 -0.677 -2.141
H -0.054 2.602 -1.341
H 0.867 2.987 -0.103
H 2.050 -0.274 0.848
H 3.892 1.575 0.451
H 3.016 1.973 -1.038
H 3.390 -0.516 -1.770
H 4.940 0.274 -1.176
H 4.074 -0.837 -0.074
N -1.232 3.451 2.177
H -1.311 4.201 1.488
H -2.018 2.804 2.070
H -0.353 2.940 2.026
H -1.241 3.847 3.119
*
```

Atomic partial charges in e from the natural (NBO) method, atoms 1 to 5:
1 C -0.5878
2 C -0.8481
3 B 1.1446
4 O -0.8846
5 C -0.5643